Density functional theory data (ωB97M-V with the def2-TZVPD basis set) for a cluster of 5 separate species, C25H61ClN3O6 in total at a distorted geometry.

```
96
Properties=species:S:1:pos:R:3:lowdin_charge:R:1
Cl -0.51 0.67 0.29 -0.372
O -2.14 0.40 4.57 -0.095
O -0.68 1.85 3.67 -0.014
O -1.44 2.11 5.79 -0.077
O 0.92 -3.69 -3.13 -0.246
O 3.43 3.51 3.62 -0.182
O -4.43 0.87 -3.81 -0.229
N -1.81 2.72 -3.30 -0.215
N -0.65 -4.02 -0.68 -0.226
N 2.89 0.33 3.71 -0.228
C -1.29 -3.43 -1.93 -0.102
C 2.49 1.47 4.70 -0.035
C 1.61 -1.64 4.80 -0.039
C -2.09 -2.80 1.19 -0.076
C -1.46 1.45 4.73 -0.869
C -1.19 -6.44 -1.29 -0.077
C -1.69 -4.12 0.48 -0.162
C -0.11 -5.42 -0.86 -0.186
C -2.66 4.90 -4.31 -0.063
C -2.20 3.49 -4.57 -0.202
C 0.50 -3.10 -0.18 -0.011
C -3.04 2.44 -2.37 -0.063
C 1.66 -3.36 -4.33 -0.150
C 4.38 4.02 4.58 -0.082
C -0.26 -2.84 -2.90 -0.204
C 2.35 2.90 4.19 -0.216
C -4.37 2.03 -3.01 -0.236
C 4.26 0.64 3.00 -0.168
C -0.74 3.48 -2.44 -0.159
C -1.21 1.34 -3.78 -0.005
C 2.98 -1.02 4.42 -0.157
C -5.81 0.45 -3.96 -0.092
C 5.45 0.71 3.94 -0.066
C 2.03 0.13 2.42 -0.037
C 0.42 3.87 -3.29 -0.102
H -4.67 2.89 -3.61 0.104
H 1.37 -3.22 -0.83 0.080
H 0.71 -5.42 -1.57 0.116
H -5.75 -0.42 -4.61 0.084
H -2.00 -4.13 -2.35 0.102
H -1.02 1.29 2.97 0.012
H -2.70 -2.21 0.51 0.065
H -1.85 -2.58 -1.53 0.118
H -1.95 -6.67 -0.55 0.072
H -6.17 0.12 -2.99 0.086
H -0.46 1.52 -4.55 0.052
H 1.08 -3.47 -5.25 0.072
H 2.29 -0.78 1.87 0.093
H -1.28 -2.17 1.56 0.050
H 3.53 -0.78 5.33 0.116
H 3.58 -1.55 3.67 0.117
H 1.22 4.09 -2.59 0.089
H 1.76 -2.67 5.14 0.078
H -3.16 3.37 -1.81 0.127
H 4.49 3.36 5.44 0.069
H -2.60 -4.60 0.13 0.114
H 6.34 0.97 3.36 0.088
H 3.28 1.37 5.44 0.118
H 2.06 3.51 5.04 0.143
H 5.40 4.03 4.19 0.089
H 0.16 -2.06 -0.22 0.032
H -5.13 1.96 -2.23 0.129
H -1.88 5.39 -3.72 0.066
H 1.57 1.06 5.10 0.128
H 5.60 -0.20 4.51 0.075
H -0.76 0.89 -2.89 0.059
H 1.57 2.96 3.43 0.129
H -1.58 -6.20 -2.27 0.072
H -0.94 -2.70 -3.74 0.083
H -2.75 5.49 -5.22 0.091
H -2.96 2.98 -5.17 0.124
H -1.30 3.44 -5.18 0.108
H 1.02 0.11 2.81 0.054
H 0.90 -1.72 3.98 0.072
H 0.29 4.84 -3.76 0.077
H -1.28 4.26 -1.90 0.126
H 2.50 -4.06 -4.30 0.080
H 0.90 -3.44 0.78 0.094
H -2.71 -2.92 2.07 0.090
H 4.50 -0.04 2.19 0.118
H 2.08 -2.36 -4.21 0.061
H 0.17 -1.89 -2.57 0.106
H -0.50 2.67 -1.75 0.055
H 4.07 1.59 2.48 0.113
H -3.62 4.86 -3.79 0.077
H 0.40 -5.65 0.07 0.119
H -0.74 -7.44 -1.27 0.081
H 2.16 1.02 1.81 0.078
H 0.87 3.15 -3.98 0.073
H 4.10 4.97 5.04 0.093
H 5.49 1.52 4.68 0.056
H -1.99 0.65 -4.10 0.073
H -6.45 1.23 -4.38 0.089
H 1.18 -1.09 5.64 0.088
H -2.74 1.70 -1.64 0.100
H -1.30 -4.75 1.29 0.121
```

## Properties
spin multiplicity: 2
charge: 0
HOMO energy (spin up / spin down): -1.81 / -6.02 eV
orbital gap (spin up / spin down): 2.0382 / 6.3133 eV
F_max: 3.69 eV/A
DFT total energy: -56183.0258 eV